No. 1
DFT (ωB97M-V/def2-TZVPD) results for 15 unconnected molecules or ions with the total composition C39H116N18O15 in a non-equilibrium geometry.

For the frontier orbital gap, the calculation gives 0.32262 hartree. The calculation puts the LUMO energy at 0.234 eV. The total energy is -3669.7173 Eh.

Geometry as ORCA input:
```
! wB97M-V def2-TZVPD RIJCOSX def2/J DEFGRID3
* xyz 0 1
C 7.16217 4.13683 -2.07287
O 7.43442 2.81666 -1.60674
H 8.14625 4.58542 -2.22894
H 6.46288 4.21445 -2.90062
H 6.68514 4.73228 -1.28536
H 8.20547 2.83645 -1.03754
C -0.00999 5.53163 3.37272
O -1.20931 5.29207 4.12607
H 0.24295 4.62641 2.82241
H -0.19593 6.35674 2.69004
H 0.84533 5.66652 4.03905
H -1.47279 6.11796 4.53835
C 1.09685 5.27479 -6.09532
O 0.64750 6.03134 -5.23296
N 2.35860 5.36767 -6.60553
N 0.37426 4.21797 -6.51109
H 2.84179 6.22503 -6.40705
H 2.62634 4.72990 -7.33110
H -0.53872 4.10232 -6.11124
H 0.63582 3.52098 -7.18566
C 1.69683 0.89721 -5.08511
O 0.84363 1.23671 -5.91033
N 1.82365 1.56416 -3.90189
N 2.61639 -0.07936 -5.27969
H 2.18488 1.00305 -3.13662
H 1.08365 2.19987 -3.62604
H 2.54436 -0.51577 -6.18254
H 3.50265 -0.03400 -4.75346
C -2.26638 5.53680 -0.05877
O -1.68811 5.27802 -1.11324
N -3.16323 4.63551 0.44655
N -2.07027 6.64429 0.70548
H -3.03231 3.71807 0.05585
H -3.55658 4.79676 1.35545
H -1.36598 7.24735 0.30899
H -2.42382 6.83782 1.62088
C 5.49033 8.29231 -3.10926
O 5.67945 9.43577 -2.69542
N 6.40088 7.29491 -2.92594
N 4.35407 7.98492 -3.77107
H 6.94076 7.47387 -2.09196
H 6.09345 6.33862 -3.01296
H 4.10101 7.06769 -4.08628
H 3.67585 8.60230 -3.33962
C 2.03506 8.66319 2.94878
O 1.85827 7.84923 2.03673
N 1.11293 9.57089 3.34542
N 3.27731 8.92391 3.44539
H 1.24656 10.14315 4.15582
H 0.30648 9.70829 2.76380
H 4.04919 8.47022 2.96402
H 3.37320 9.66876 4.10659
C 1.80195 6.93012 -1.79338
C 1.93475 5.53934 -1.24987
C 3.40208 5.08767 -1.02151
O 4.19971 5.18317 -2.19428
C 3.70700 4.58670 -3.38428
N 1.14241 5.40718 -0.00912
H 0.75478 7.18331 -1.96023
H 2.32818 7.00241 -2.74593
H 2.24054 7.61236 -1.05907
H 1.40349 4.81018 -1.87350
H 3.46416 4.05517 -0.67348
H 3.90416 5.79522 -0.36467
H 3.50744 3.52038 -3.26519
H 4.41977 4.77949 -4.19223
H 2.81165 5.07178 -3.79056
H 0.19712 5.66775 -0.27673
H 1.39189 6.25886 0.50499
C -6.17890 7.29983 -5.68262
C -5.47542 7.75023 -4.38832
C -3.95043 7.56446 -4.40584
O -3.43789 8.08283 -3.19342
C -2.04394 7.92698 -3.09309
N -5.81820 9.17298 -4.19127
H -5.60576 7.68034 -6.53565
H -7.15169 7.77372 -5.82669
H -6.36406 6.23216 -5.80006
H -5.85347 7.07809 -3.61255
H -3.48610 8.12093 -5.23309
H -3.63615 6.52033 -4.51089
H -1.66510 6.93578 -3.35623
H -1.76188 8.23329 -2.08784
H -1.58725 8.60767 -3.82535
H -4.93738 9.46383 -3.75987
H -5.72925 9.62058 -5.10247
C 2.70383 11.06862 0.16266
C 2.23530 11.39706 -1.27694
C 2.60314 12.82199 -1.71563
O 2.09962 13.01106 -3.01260
C 2.38798 14.34014 -3.44777
N 2.85541 10.37734 -2.13289
H 2.12255 11.71247 0.83175
H 3.70188 11.50651 0.26426
H 2.63568 10.01567 0.41320
H 1.17148 11.15295 -1.25681
H 3.69636 12.76718 -1.82911
H 2.35219 13.57282 -0.96025
H 1.88401 15.17173 -2.95913
H 2.18856 14.41734 -4.51912
H 3.48061 14.41674 -3.47060
H 2.45499 10.46995 -3.06331
H 3.85251 10.48311 -2.30494
C -2.12477 2.11620 -2.64053
C -1.50452 2.86631 -3.80519
C -2.62839 3.69323 -4.48550
O -3.62777 2.87969 -5.02036
C -4.82687 3.51731 -5.37104
N -0.46453 3.75356 -3.30329
H -3.03533 1.57028 -2.86966
H -2.29296 2.89311 -1.89387
H -1.33713 1.44378 -2.29524
H -1.10001 2.23370 -4.60008
H -2.18464 4.39409 -5.20665
H -2.95963 4.37355 -3.68530
H -5.47309 2.95135 -6.03851
H -4.63726 4.53068 -5.73738
H -5.45358 3.66567 -4.47985
H -0.02632 4.27466 -4.05801
H -0.85245 4.47127 -2.69137
C 2.50301 1.95490 0.84414
C 1.61221 1.86832 -0.38067
C 1.28296 0.40499 -0.72942
O 2.46545 -0.05414 -1.37323
C 2.46420 -1.44727 -1.62145
N 0.37448 2.56343 0.02289
H 2.65655 3.00271 1.11524
H 3.49056 1.49229 0.79694
H 2.00176 1.50745 1.70612
H 2.08590 2.39183 -1.21689
H 0.48671 0.48518 -1.48005
H 0.99621 -0.25773 0.08828
H 1.55667 -1.77250 -2.14586
H 2.41767 -1.99933 -0.67760
H 3.31333 -1.67162 -2.26098
H -0.09831 2.88441 -0.81761
H 0.62711 3.40797 0.52767
C 4.74868 -2.97213 -5.13657
C 5.63462 -1.82871 -5.60400
C 6.12404 -0.92629 -4.47363
O 4.99763 -0.25765 -3.92860
C 5.33550 0.72478 -2.98625
N 6.81302 -2.26813 -6.35559
H 5.28805 -3.71259 -4.54300
H 4.33231 -3.47229 -6.01178
H 3.95534 -2.56875 -4.50508
H 5.11833 -1.22934 -6.35820
H 6.85902 -0.28487 -4.97267
H 6.61598 -1.41721 -3.62697
H 5.69993 1.66414 -3.41213
H 6.01508 0.39561 -2.19340
H 4.44346 0.98009 -2.41358
H 6.60375 -2.89575 -7.11723
H 7.52859 -2.66918 -5.76343
C 10.39102 6.23760 -4.22567
C 9.40284 6.24608 -5.39629
C 8.73023 4.88093 -5.64730
O 7.52454 5.03186 -6.42729
C 6.96049 3.75082 -6.70286
N 8.40211 7.30547 -5.17890
H 11.03316 5.35838 -4.30976
H 9.88047 6.27215 -3.26112
H 11.02638 7.12282 -4.20736
H 9.91271 6.56707 -6.30879
H 8.31530 4.47020 -4.71958
H 9.47700 4.17196 -6.01533
H 6.07849 3.89483 -7.32586
H 6.74362 3.25513 -5.75427
H 7.68813 3.26091 -7.35601
H 7.92607 7.13292 -4.28013
H 7.58341 6.93040 -5.67018
C 6.50822 6.36670 4.01881
C 5.94396 5.97865 2.64237
C 4.85815 4.90475 2.86065
O 5.43705 3.75269 3.49101
C 6.08213 2.95102 2.53603
N 5.23315 7.11031 2.04181
H 5.85703 7.09729 4.49701
H 7.49078 6.79768 3.80714
H 6.70556 5.53045 4.68612
H 6.81600 5.73861 2.03106
H 4.45719 4.57122 1.90122
H 4.04345 5.30893 3.45811
H 5.45466 2.56128 1.72346
H 6.45801 2.02673 2.97520
H 6.87433 3.51939 2.03923
H 5.82199 7.80674 1.59953
H 4.48635 6.95126 1.37856
*
```

Mulliken atomic charge list, values in e, 4 entries: atom 1 (C): 0.22, atom 2 (O): -0.54, atom 3 (H): 0.39, atom 4 (H): -0.65

=====

No. 2
DFT (ωB97M-V/def2-TZVPD) results for a molecular structure, C9H12BrIrN3O3 in a non-equilibrium geometry.

For the frontier orbital gap (spin up / spin down), the calculation gives 0.31910 / 0.24309 hartree. The calculation puts the LUMO energy (spin up / spin down) at -11.359 / -13.825 eV. Its expectation value of S² is 6.0336. The total energy is -3417.1717 Eh.

Geometry as ORCA input:
```
! wB97M-V def2-TZVPD RIJCOSX def2/J DEFGRID3
* xyz 3 5
Ir 5.75421 -12.27954 -2.01796
N 7.12875 -12.01479 -0.41301
C 6.86476 -10.78627 0.40806
C 5.35110 -10.50627 0.23340
N 4.94557 -10.57860 -1.19451
H 7.21025 -12.83107 0.17226
H 8.07078 -11.88286 -0.83132
H 7.50976 -9.87146 0.16826
H 7.08701 -10.91742 1.50619
H 5.18613 -9.55493 0.67350
H 4.79714 -11.32544 0.77496
H 5.52717 -9.82386 -1.64046
H 3.94834 -10.40703 -1.37725
Br 8.85229 -10.69624 -6.14215
C 9.53411 -12.17928 -5.38563
C 10.73143 -12.48421 -6.03428
C 11.61831 -13.34000 -5.40434
C 11.22567 -14.03082 -4.26668
C 9.80699 -13.99706 -3.82970
C 9.09200 -12.82193 -4.23454
C 7.88025 -12.51059 -3.51896
O 7.23617 -11.36212 -3.57084
O 7.38002 -13.33585 -2.50905
H 11.09348 -11.90545 -6.89709
H 12.57839 -13.49159 -5.89022
H 11.91615 -14.79465 -3.91749
H 9.40742 -14.79141 -3.16452
O 4.23179 -13.61737 -3.93843
N 4.52799 -12.57243 -3.85212
*
```

Mulliken atomic charge list, values in e, 4 entries: atom 1 (Ir): 1.66, atom 2 (N): -0.55, atom 3 (C): -0.49, atom 4 (C): -0.58